Record 1
# C6H7F6N

The molecule C6H7F6N at a distorted geometry (ωB97M-V/def2-TZVPD, the OMol25 dataset).

Geometry as XYZ:
```
20
C6H7F6N, DFT ωB97M-V/def2-TZVPD
F -0.4048 -2.4883 -0.4632
F -0.9679 -3.0949 1.5423
F -2.2609 -1.6024 0.4941
F 1.1165 1.2142 2.6417
F 2.6381 0.4369 1.2049
F 1.4912 2.2859 0.7001
C -0.1484 -0.9806 1.2955
C 0.3641 0.1548 0.6536
N -0.0652 0.3748 -0.6550
C -0.9810 -2.0310 0.6660
C 1.4145 1.0503 1.2941
C -1.3199 1.1303 -0.8426
C 0.8241 0.2284 -1.8193
H 0.2009 -1.1394 2.3019
H -1.8110 0.8803 -1.8192
H -2.0357 0.8735 -0.0475
H -1.1651 2.2182 -0.8650
H 0.9998 1.2174 -2.2797
H 1.7682 -0.3009 -1.4825
H 0.3425 -0.4276 -2.5201
```

The relative energy (zero: lowest compared OMol25 entry of this formula, charge and spin) is 0.000 eV. The highest occupied orbital energy is -8.93 eV. The value obtained for the frontier orbital gap is 9.11 eV. Its SMILES is CN(C)/C(=C\C(F)(F)F)C(F)(F)F.


Record 2
# C3H4INO

The molecule C3H4INO at a distorted geometry (ωB97M-V/def2-TZVPD, the OMol25 dataset).

Geometry as XYZ:
```
10
C3H4INO, DFT ωB97M-V/def2-TZVPD
C -0.3875 -0.9325 -0.1492
C 0.3408 -0.8871 1.0017
C -0.1747 0.2887 -0.8242
N 1.0012 0.9424 -0.0399
O 0.9973 0.2478 1.1561
I -1.9578 1.7025 -0.8606
H -0.9708 -1.7257 -0.5125
H 0.4524 -1.5859 1.9696
H 0.0288 0.0601 -1.9083
H 0.6703 1.8895 0.1673
```

The relative energy (zero: lowest compared OMol25 entry of this formula, charge and spin) is 2.399 eV. The highest occupied orbital energy is -8.41 eV. The value obtained for the frontier orbital gap is 8.49 eV. Its SMILES is I[C@@H]1C=CON1.


Record 3
# C20H24CrN11O4S

C20H24CrN11O4S as an isolated structure (ωB97M-V/def2-TZVPD, the OMol25 dataset).

Geometry as XYZ:
```
61
C20H24CrN11O4S, DFT ωB97M-V/def2-TZVPD
Cr 0.0510 -0.8704 -0.4842
O -2.6792 4.2834 5.7597
C -1.5910 4.1217 5.1802
O -0.4598 4.5942 5.3778
C -1.6480 3.0874 4.0172
C -2.8364 2.4521 3.6863
C -2.8501 1.5409 2.6484
N -1.7606 1.2183 1.9498
C -0.6077 1.8342 2.2662
C -0.5134 2.7734 3.2722
C 0.5961 1.4765 1.4409
O 1.5411 2.2330 1.3074
O 0.5902 0.2771 0.9127
H -3.7221 2.7003 4.2564
H -3.7714 1.0428 2.3569
H 0.4185 3.2703 3.5061
N -1.9281 -0.2992 -0.1750
N -2.7844 -1.3781 0.1560
C -2.2840 -2.4272 0.8236
N -3.1530 -3.2786 1.3701
S -0.6208 -2.6822 0.9736
H -1.8563 0.3833 0.7046
H -2.3532 0.1686 -0.9690
H -3.7607 -1.1462 0.2636
H -4.1480 -3.1810 1.2554
H -2.8048 -4.1341 1.7660
N 5.2800 -2.2330 2.9005
C 4.7095 -2.1800 1.9054
C 4.0087 -2.1256 0.6551
C 4.6175 -2.5389 -0.5259
C 3.8955 -2.4699 -1.7023
C 2.5954 -2.0030 -1.6604
N 2.0113 -1.6073 -0.5242
C 2.7041 -1.6540 0.6156
H 5.6360 -2.9022 -0.5121
H 4.3264 -2.7728 -2.6452
H 1.9926 -1.9345 -2.5536
H 2.2068 -1.2897 1.5036
C 1.9334 2.1698 -3.9118
C 2.0837 2.4408 -2.4188
C 3.5344 2.7603 -2.0760
C 1.1827 3.5959 -1.9770
N 1.8068 1.1836 -1.6758
N 0.4206 0.7836 -1.7274
H 2.2996 3.0220 -4.4852
H 0.8899 2.0223 -4.2046
H 2.5078 1.2893 -4.2036
H 3.8565 3.6587 -2.6026
H 4.1866 1.9346 -2.3641
H 3.6452 2.9381 -1.0043
H 1.5118 4.5226 -2.4478
H 1.2211 3.7293 -0.8944
H 0.1415 3.4534 -2.2840
H 1.9798 1.3632 -0.6834
H 0.1961 0.5833 -2.6965
H -0.1781 1.5575 -1.4287
N -0.6024 -2.6688 -6.3936
C -0.8429 -2.8878 -5.2848
N -1.1660 -3.1844 -4.0337
C -0.7707 -2.5010 -3.0518
N -0.4578 -1.9185 -2.0806
```

The highest occupied orbital energy (alpha / beta) is -7.55 / -7.55 eV. The value obtained for the frontier orbital gap (alpha / beta) is 6.25 / 5.95 eV. Its spin multiplicity is 4.


Record 4
# C3H5NO2

The molecule C3H5NO2 (ωB97M-V/def2-TZVPD, the OMol25 dataset).

Geometry as XYZ:
```
11
C3H5NO2, DFT ωB97M-V/def2-TZVPD
C -1.5693 0.7543 0.0667
C 0.1904 -1.2595 -0.4720
O -0.0699 -2.3860 -0.7211
C 0.5971 -0.1153 0.0695
O -0.1861 0.9959 0.2213
N 1.9471 0.0598 0.4288
H -1.9346 0.0529 0.8327
H -2.0743 1.7168 0.1818
H -1.7951 0.3443 -0.9294
H 2.4285 -0.8283 0.5198
H 2.4662 0.6652 -0.1979
```

The relative energy (zero: lowest compared OMol25 entry of this formula, charge and spin) is 2.831 eV. The highest occupied orbital energy is -7.81 eV. The value obtained for the frontier orbital gap is 8.59 eV. Its SMILES is COC(N)=C=O.


Record 5
# C39H36BCl3FN5O6PTl

C39H36BCl3FN5O6PTl as an isolated structure (ωB97M-V/def2-TZVPD, the OMol25 dataset).

Geometry as XYZ:
```
93
C39H36BCl3FN5O6PTl, DFT ωB97M-V/def2-TZVPD
Tl -1.2017 -0.5985 -2.3992
O -5.4545 -0.0443 -2.6650
C -4.3769 0.0896 -2.1012
O -3.2383 0.0971 -2.7222
C -4.3659 0.3964 -0.6053
P -2.7603 0.0081 0.2690
C -1.8970 2.8399 -0.2438
C -2.2239 3.6975 -1.2936
C -1.2844 4.5637 -1.8384
C 0.0062 4.5996 -1.3397
C 0.3392 3.7690 -0.2783
C -0.5985 2.9059 0.2678
C -3.3390 -0.0343 2.0520
C -3.7022 -1.3033 2.7269
C -4.5406 -1.2617 3.7701
C -5.0912 0.0041 4.2728
C -4.8989 1.1549 3.6281
C -4.2782 1.1642 2.2671
H -5.2751 -0.0140 -0.1602
H -4.2430 2.3873 -1.1944
H -3.2183 3.7156 -1.7169
H -1.5703 5.2078 -2.6614
H 0.7434 5.2668 -1.7707
H 1.3446 3.7854 0.1275
H -0.3426 2.2405 1.0841
H -3.2506 -2.2251 2.3808
H -4.8057 -2.1777 4.2876
H -5.6279 -0.0078 5.2152
H -5.2830 2.0897 4.0238
H -5.0876 1.3076 1.5477
Cl -1.3869 -8.3003 -3.1965
C -1.0735 -6.6052 -2.8746
C -2.1048 -5.6866 -2.9654
C -1.8478 -4.3568 -2.6965
Cl -3.1269 -3.2004 -2.8568
C -0.5756 -3.8686 -2.3039
O -0.3344 -2.6573 -1.9838
C 0.4387 -4.8614 -2.2852
Cl 2.0636 -4.3546 -1.9242
C 0.2069 -6.1970 -2.5476
H -3.1021 -5.9968 -3.2438
H 1.0208 -6.9068 -2.4992
N -2.1049 1.0494 4.0040
C -2.1176 0.8591 2.5537
O -0.9544 0.5718 2.0071
C -3.0675 2.0572 1.9139
C -2.9176 1.9017 0.3652
N -4.2169 1.8502 -0.3425
C -2.9980 3.3994 2.4445
N -2.9452 4.4598 2.8925
H -1.2264 1.5235 4.1947
H -2.0252 0.1298 4.4306
C 2.1005 -1.9628 1.7044
C 0.8478 -2.7405 1.4905
C 0.6263 -4.0817 1.2527
C -0.7659 -4.1897 1.0754
N -1.3497 -3.0072 1.2092
N -0.3539 -2.1386 1.4512
C -1.5841 -5.4010 0.7630
H 2.7808 -2.4899 2.3753
H 1.8639 -0.9913 2.1369
H 2.6221 -1.7927 0.7601
H 1.3660 -4.8611 1.1655
H -0.5647 -1.1397 1.6447
H -1.5148 -6.1498 1.5567
H -1.2599 -5.8713 -0.1681
H -2.6283 -5.1103 0.6499
F -1.1290 -0.8918 -4.4837
C 6.5185 2.7609 -2.5379
C 6.1291 2.7138 -1.0602
C 6.1358 4.1509 -0.5203
C 7.1873 1.8883 -0.3150
C 4.7470 2.0918 -0.8446
C 4.2516 1.9779 0.4591
C 3.0062 1.4292 0.7478
C 2.2620 0.9883 -0.3228
O 1.0177 0.4292 -0.3387
B 0.7069 0.2472 -1.6774
O 1.7763 0.6327 -2.4830
C 2.7288 1.1048 -1.6178
C 3.9621 1.6457 -1.9118
H 7.5121 3.2042 -2.6376
H 5.8210 3.3677 -3.1179
H 6.5510 1.7621 -2.9766
H 7.1168 4.6101 -0.6728
H 5.9113 4.1774 0.5464
H 5.3869 4.7566 -1.0336
H 8.1802 2.3238 -0.4598
H 7.2028 0.8615 -0.6850
H 6.9856 1.8537 0.7559
H 4.8541 2.3327 1.2865
H 2.6271 1.3595 1.7581
H 4.2825 1.7158 -2.9409
```

The relative energy (zero: lowest compared OMol25 entry of this formula, charge and spin) is 5.180 eV. The highest occupied orbital energy is -3.01 eV. The value obtained for the frontier orbital gap is 6.50 eV. Its net charge is -2.


Record 6
# C5H11P

A 2-piece molecular cluster, C5H11P overall at a distorted geometry (ωB97M-V/def2-TZVPD, the OMol25 dataset).

Geometry as XYZ:
```
17
C5H11P, DFT ωB97M-V/def2-TZVPD
C 0.4220 -0.6743 -0.0029
C 0.6460 -1.7691 -0.6255
C 2.5255 0.3089 0.5025
C -2.2376 -0.3051 0.5885
C -0.5668 1.5732 -0.4554
P -0.5395 0.3592 0.9394
H 1.5774 -2.0421 -1.1851
H -0.1505 -2.4825 -0.8222
H 3.0961 -0.4488 0.0953
H 2.3196 0.2928 1.4532
H 2.3467 1.2794 0.0056
H -2.4050 -1.1465 1.2222
H -3.0732 0.3341 0.8574
H -2.2646 -0.7855 -0.3752
H 0.1988 2.3044 -0.2918
H -0.4092 0.9929 -1.3898
H -1.4855 2.2091 -0.5162
```

The relative energy (zero: lowest compared OMol25 entry of this formula, charge and spin) is 3.930 eV. The highest occupied orbital energy (alpha / beta) is -8.15 / -8.15 eV. The value obtained for the frontier orbital gap (alpha / beta) is 8.61 / 8.61 eV.


Record 7
# C4H2NOS2

An isolated ion of composition C4H2NOS2 and charge -1 at a distorted geometry (ωB97M-V/def2-TZVPD, the OMol25 dataset).

Geometry as XYZ:
```
10
C4H2NOS2, DFT ωB97M-V/def2-TZVPD
C 1.2765 1.6879 0.0726
C -0.9993 -1.9272 0.4751
C -1.2977 0.5410 0.3898
C 1.7954 0.7107 -0.5520
N -0.7578 -0.7454 0.4352
O -1.0195 -3.0787 0.5606
S -2.6249 0.8433 -0.5928
S -0.2255 1.7572 0.9704
H 1.2026 -0.3613 -0.6175
H 2.6501 0.5726 -1.1414
```

The relative energy (zero: lowest compared OMol25 entry of this formula, charge and spin) is 3.571 eV. The highest occupied orbital energy (alpha / beta) is -3.02 / -3.01 eV. The value obtained for the frontier orbital gap (alpha / beta) is 6.15 / 6.14 eV. Its net charge is -1.


Record 8
# ClH2Li2O

ClH2Li2O as an isolated structure (ωB97M-V/def2-TZVPD, the OMol25 dataset).

Geometry as XYZ:
```
6
ClH2Li2O, DFT ωB97M-V/def2-TZVPD
Li -0.9581 3.0799 -0.9114
Li 2.1138 -0.0878 -0.8686
Cl -0.1163 0.9370 -1.1974
O -0.6551 -1.5356 0.9137
H -0.1820 -1.4580 1.7422
H -0.2022 -0.9354 0.3215
```

The highest occupied orbital energy (alpha / beta) is -3.83 / -10.51 eV. The value obtained for the frontier orbital gap (alpha / beta) is 2.77 / 10.57 eV. Its spin multiplicity is 2.